[1]
This record from the OMol25 dataset describes C4H6N2 in the gas phase. The level of theory is the ωB97M-V functional and the def2-TZVPD basis.

XYZ file:
```
12
C4H6N2 the ωB97M-V functional and the def2-TZVPD basis
N -1.997 0.353 -0.242
C -0.598 0.154 -0.275
C 0.446 1.185 -0.121
N 1.615 0.726 0.139
C 1.460 -0.718 0.202
C 0.079 -1.013 -0.284
H -2.294 1.314 -0.373
H -2.399 0.013 0.631
H 0.271 2.252 -0.234
H 1.396 -1.012 1.263
H 2.320 -1.239 -0.239
H -0.300 -2.015 -0.466
```

## Properties
gap between HOMO and LUMO = 9.686 eV
SMILES = NC1=CCN=C1
energy relative to the best compared isomer or geometry (same formula, charge and spin) = 1.265 eV
E_LUMO = 0.97 eV

---

[2]
This record from the OMol25 dataset describes 13 unconnected molecules or ions with the total composition C34H76ClFN25O19 in a non-equilibrium geometry. The level of theory is the ωB97M-V functional and the def2-TZVPD basis.

XYZ file:
```
156
C34H76ClFN25O19 the ωB97M-V functional and the def2-TZVPD basis
C 6.781 -0.892 1.781
C 6.445 -0.180 0.465
C 5.338 -0.852 -0.353
C 4.169 0.098 -0.681
C 2.967 -0.061 0.213
C 2.186 -1.228 0.254
C 2.513 -2.387 -0.658
C 1.576 -2.449 -1.837
F 1.853 -3.568 -2.596
C 1.087 -1.328 1.119
C 0.288 -2.606 1.176
O -0.825 -2.505 0.303
C -1.599 -3.653 0.151
O -1.204 -4.633 1.076
C -2.013 -5.797 1.021
C -1.150 -7.030 0.947
O -0.940 -7.468 -0.393
C 0.710 -0.255 1.958
C -0.509 -0.201 2.847
C -0.261 -0.149 4.371
C 1.034 -0.755 4.829
Cl 1.058 -2.525 4.623
C 1.509 0.870 1.913
C 2.592 0.967 1.061
C 3.200 2.327 1.311
O 4.332 2.657 1.232
N 2.161 3.147 1.926
C 1.229 3.735 0.969
O 1.716 4.023 -0.139
O 0.080 3.885 1.387
C 1.452 2.149 2.695
O 1.070 2.317 3.800
H 6.434 -1.914 1.774
H 6.286 -0.404 2.606
H 7.839 -0.893 1.980
H 6.213 0.857 0.656
H 7.347 -0.206 -0.134
H 4.969 -1.693 0.212
H 5.730 -1.263 -1.272
H 3.863 0.054 -1.717
H 4.533 1.097 -0.522
H 3.503 -2.295 -1.070
H 2.474 -3.322 -0.124
H 0.540 -2.481 -1.536
H 1.723 -1.588 -2.476
H 0.922 -3.435 0.914
H -0.038 -2.753 2.186
H -1.508 -4.047 -0.864
H -2.636 -3.369 0.326
H -2.710 -5.768 0.196
H -2.566 -5.829 1.953
H -0.200 -6.757 1.389
H -1.573 -7.841 1.527
H -0.037 -7.292 -0.661
H -0.980 0.732 2.575
H -1.223 -0.952 2.580
H -0.335 0.876 4.686
H -1.076 -0.669 4.852
H 1.163 -0.567 5.882
H 1.888 -0.339 4.320
C 1.231 3.106 -3.609
O 1.028 2.522 -4.675
N 1.469 4.449 -3.552
N 1.239 2.477 -2.414
H 1.625 4.934 -2.685
H 1.484 4.957 -4.415
H 1.046 1.496 -2.400
H 1.424 2.954 -1.553
C 1.494 0.324 -7.573
O 2.188 1.312 -7.791
N 1.431 -0.716 -8.458
N 0.735 0.198 -6.453
H 0.871 -1.540 -8.322
H 1.977 -0.634 -9.292
H 0.715 0.966 -5.789
H 0.179 -0.616 -6.274
C -3.954 0.999 4.064
O -3.168 0.100 3.803
N -4.989 0.860 4.968
N -3.843 2.207 3.461
H -5.630 1.602 5.175
H -5.096 -0.027 5.432
H -3.097 2.297 2.794
H -4.455 2.992 3.597
C -0.819 3.714 -8.644
O -0.714 3.337 -9.803
N -1.915 4.446 -8.235
N 0.096 3.460 -7.676
H -2.040 4.770 -7.296
H -2.612 4.651 -8.923
H 0.920 2.921 -7.908
H -0.009 3.770 -6.728
C 0.374 -3.208 -10.689
O 0.045 -3.134 -9.519
N -0.312 -2.566 -11.680
N 1.464 -3.934 -11.093
H -0.055 -2.604 -12.647
H -1.102 -2.014 -11.405
H 1.986 -4.408 -10.381
H 1.759 -4.005 -12.047
C 8.674 -1.013 5.346
O 7.840 -1.445 4.579
N 9.038 0.309 5.360
N 9.322 -1.809 6.260
H 9.723 0.691 5.983
H 8.580 0.914 4.705
H 9.074 -2.779 6.274
H 10.012 -1.470 6.901
C -0.386 7.165 -1.028
O -0.719 8.273 -1.434
N 0.906 6.752 -0.921
N -1.293 6.222 -0.626
H 1.117 5.831 -0.584
H 1.635 7.387 -1.181
H -2.263 6.460 -0.684
H -1.019 5.316 -0.279
C 0.941 -10.355 -1.608
O 1.676 -9.416 -1.860
N 1.032 -11.550 -2.281
N -0.021 -10.286 -0.646
H 0.440 -12.335 -2.096
H 1.730 -11.619 -2.996
H -0.106 -9.409 -0.159
H -0.638 -11.039 -0.418
C -6.580 5.003 2.572
O -5.861 4.026 2.399
N -7.614 5.008 3.474
N -6.375 6.144 1.870
H -8.207 5.801 3.623
H -7.781 4.168 3.990
H -5.630 6.130 1.199
H -6.900 6.992 1.962
C -4.067 8.476 0.015
O -5.202 8.358 0.458
N -2.988 7.893 0.613
N -3.801 9.189 -1.119
H -2.053 7.961 0.258
H -3.152 7.356 1.444
H -4.578 9.619 -1.583
H -2.883 9.289 -1.506
C -4.633 -0.515 8.418
O -4.847 -1.368 7.571
N -4.179 0.728 8.088
N -4.849 -0.742 9.752
H -4.013 1.462 8.749
H -4.010 0.894 7.110
H -5.185 -1.648 10.013
H -4.681 -0.057 10.463
C -4.783 -3.735 2.441
O -5.116 -4.530 1.579
N -4.447 -2.449 2.148
N -4.676 -4.090 3.761
H -4.118 -1.792 2.830
H -4.491 -2.171 1.187
H -4.895 -5.037 4.000
H -4.367 -3.464 4.480
```

## Properties
gap between HOMO and LUMO = 8.515 eV
E_LUMO = 1.70 eV
total charge = -1

---

[3]
This record from the OMol25 dataset describes a molecular structure, C37H53IrN5P2S in a non-equilibrium geometry. The level of theory is the ωB97M-V functional and the def2-TZVPD basis.

XYZ file:
```
99
C37H53IrN5P2S the ωB97M-V functional and the def2-TZVPD basis
Ir 10.806 14.370 12.687
C 9.980 7.087 12.770
C 10.360 8.434 13.344
C 10.454 8.323 14.855
C 11.821 8.811 12.792
C 9.282 9.523 13.008
C 7.866 9.405 13.208
C 6.930 10.355 13.076
C 7.400 11.583 12.826
S 6.537 13.136 12.751
C 8.028 14.008 12.625
N 9.068 13.339 12.517
C 8.749 11.794 12.648
C 9.751 10.806 12.679
C 8.128 15.423 12.751
C 7.019 16.301 12.782
C 7.280 17.705 12.803
C 8.541 18.239 12.992
C 9.608 17.297 12.984
C 9.465 15.938 12.933
H 10.692 6.373 13.079
H 9.941 7.064 11.670
H 8.983 6.834 13.194
H 11.290 7.690 15.154
H 9.509 7.874 15.190
H 10.636 9.241 15.396
H 12.545 8.006 12.900
H 12.229 9.705 13.220
H 11.764 8.943 11.712
H 7.507 8.459 13.545
H 5.885 10.156 13.158
H 10.763 11.181 12.533
H 6.021 15.977 12.639
H 6.461 18.398 12.719
H 8.660 19.304 13.104
H 10.620 17.733 13.014
C 10.021 12.620 15.530
P 11.061 14.014 14.956
C 12.843 13.360 15.299
N 12.995 12.407 16.358
C 14.357 11.870 16.455
C 14.652 10.996 17.459
C 15.805 10.469 17.527
C 16.739 10.598 16.435
C 16.530 11.590 15.411
C 15.283 12.167 15.404
N 15.041 13.012 14.281
C 13.686 13.514 14.224
P 13.129 14.409 12.688
C 13.487 16.219 12.841
C 14.064 13.705 11.294
C 15.564 14.003 11.423
C 13.858 12.192 11.424
C 13.584 14.247 9.907
C 10.757 15.376 16.159
C 11.166 14.796 17.561
C 9.251 15.667 16.289
C 11.683 16.561 15.946
H 10.169 12.357 16.570
H 10.207 11.735 14.936
H 8.994 12.880 15.460
H 13.862 10.782 18.091
H 15.897 9.866 18.502
H 17.644 10.004 16.202
H 17.238 11.408 14.579
H 12.861 16.785 12.109
H 14.551 16.484 12.793
H 13.115 16.566 13.810
H 15.982 13.561 12.299
H 15.815 15.062 11.341
H 16.051 13.471 10.593
H 14.261 11.794 12.344
H 14.388 11.687 10.617
H 12.790 11.982 11.285
H 13.390 15.325 9.847
H 12.737 13.644 9.524
H 14.410 14.051 9.243
H 10.581 13.929 17.769
H 10.846 15.515 18.312
H 12.223 14.620 17.723
H 8.686 14.742 16.494
H 8.862 16.202 15.442
H 9.132 16.306 17.177
H 12.727 16.195 15.907
H 11.704 17.279 16.741
H 11.515 17.094 15.032
N 8.143 16.911 9.332
C 9.501 16.542 8.813
C 10.478 16.272 9.961
N 10.319 14.880 10.437
H 7.689 17.666 8.795
H 8.051 17.172 10.357
H 7.452 16.152 9.262
H 9.864 17.356 8.182
H 9.377 15.738 8.107
H 10.235 16.976 10.724
H 11.474 16.434 9.565
H 10.796 14.231 9.840
H 9.332 14.640 10.458
```

## Properties
gap between HOMO and LUMO (spin up / spin down) = 5.634 / 5.656 eV
energy relative to the best compared isomer or geometry (same formula, charge and spin) = 0.000 eV
multiplicity = 5
expectation value of S² = 6.0434
E_LUMO (spin up / spin down) = -8.16 / -10.26 eV
total charge = +3

---

[4]
This record from the OMol25 dataset describes 10 unconnected molecules or ions with the total composition C37H86ClFO12S10Si2 in a non-equilibrium geometry. The level of theory is the ωB97M-V functional and the def2-TZVPD basis.

XYZ file:
```
149
C37H86ClFO12S10Si2 the ωB97M-V functional and the def2-TZVPD basis
C 10.246 -0.362 -1.351
Si 8.710 0.690 -1.752
C 8.178 0.193 -3.539
C 7.296 0.566 -0.485
C 5.846 0.464 -1.098
C 5.344 1.740 -1.883
C 4.467 1.277 -3.124
C 3.170 0.472 -2.701
C 2.246 1.218 -1.659
C 0.731 0.932 -2.031
C 0.025 2.232 -2.618
Si -1.846 1.994 -2.687
F -2.275 0.622 -3.521
C -2.617 3.525 -3.541
C -2.779 3.372 -5.081
O -2.070 3.921 -5.858
Cl -4.101 2.307 -5.759
S -2.566 1.897 -0.603
C -3.515 3.444 -0.221
O -3.389 0.692 -0.385
O -1.450 1.858 0.369
C 9.274 2.532 -1.915
C 10.591 2.717 -2.568
C 11.085 4.072 -2.777
C 10.305 5.233 -2.357
C 9.018 5.025 -1.691
C 8.495 3.676 -1.457
H 10.783 0.052 -0.462
H 10.897 -0.331 -2.283
H 9.925 -1.430 -1.246
H 8.696 -0.772 -3.815
H 7.070 0.033 -3.577
H 8.505 0.964 -4.283
H 7.452 -0.373 0.128
H 7.380 1.433 0.228
H 5.141 0.333 -0.222
H 5.685 -0.462 -1.722
H 4.655 2.309 -1.195
H 6.144 2.451 -2.201
H 5.050 0.575 -3.792
H 4.210 2.154 -3.788
H 2.609 0.274 -3.659
H 3.442 -0.540 -2.310
H 2.460 2.324 -1.666
H 2.457 0.778 -0.644
H 0.234 0.532 -1.109
H 0.658 0.124 -2.811
H 0.388 2.355 -3.678
H 0.315 3.087 -1.951
H -1.998 4.445 -3.365
H -3.652 3.648 -3.117
H -2.847 4.314 -0.440
H -4.485 3.480 -0.784
H -3.773 3.406 0.886
H 11.187 1.829 -2.888
H 12.088 4.167 -3.258
H 10.734 6.247 -2.541
H 8.468 5.954 -1.405
H 7.511 3.516 -0.951
C -3.908 1.398 4.175
S -4.758 1.770 2.632
O -5.021 3.243 2.605
C -6.296 0.953 3.084
H -2.918 1.852 4.140
H -4.467 1.811 5.016
H -3.808 0.318 4.284
H -6.699 1.396 3.996
H -6.112 -0.111 3.232
H -7.011 1.086 2.272
C -7.057 -3.167 4.241
S -6.446 -2.856 5.907
O -5.891 -1.469 5.928
C -5.052 -3.994 5.807
H -7.920 -2.523 4.067
H -6.279 -2.938 3.511
H -7.361 -4.210 4.154
H -4.402 -3.713 4.978
H -5.423 -5.010 5.667
H -4.495 -3.938 6.741
C -7.144 1.159 7.315
S -8.338 -0.028 7.951
O -9.460 -0.107 6.967
C -8.899 0.994 9.326
H -6.691 0.739 6.417
H -7.647 2.095 7.067
H -6.370 1.333 8.063
H -9.290 1.941 8.950
H -8.067 1.175 10.007
H -9.689 0.460 9.854
C 11.708 -0.149 -6.045
S 11.312 -1.516 -4.943
O 11.921 -1.213 -3.613
C 12.373 -2.726 -5.757
H 11.177 0.737 -5.697
H 12.783 0.041 -6.029
H 11.382 -0.392 -7.057
H 13.405 -2.374 -5.759
H 12.026 -2.882 -6.779
H 12.310 -3.664 -5.206
C 1.089 -3.844 -4.252
S 1.677 -3.557 -2.572
O 2.226 -2.171 -2.524
C 3.077 -4.687 -2.671
H 0.227 -3.202 -4.429
H 1.878 -3.601 -4.967
H 0.791 -4.888 -4.359
H 3.737 -4.390 -3.488
H 2.714 -5.703 -2.831
H 3.623 -4.642 -1.729
C 6.161 -1.429 -7.680
S 7.362 -0.130 -8.027
O 8.141 0.099 -6.779
C 6.156 1.204 -8.161
H 6.698 -2.362 -7.519
H 5.592 -1.179 -6.784
H 5.489 -1.541 -8.532
H 5.588 1.284 -7.233
H 5.485 1.004 -8.998
H 6.692 2.135 -8.341
C -13.499 2.775 8.451
S -13.754 1.015 8.743
O -12.899 0.626 9.905
C -12.918 0.456 7.249
H -13.915 3.327 9.293
H -12.433 2.987 8.368
H -14.014 3.069 7.535
H -11.887 0.815 7.243
H -13.451 0.828 6.373
H -12.922 -0.633 7.238
C -13.682 -2.125 11.598
S -13.380 -2.007 13.369
O -13.450 -3.387 13.928
C -14.935 -1.185 13.764
H -12.844 -2.648 11.139
H -14.602 -2.683 11.414
H -13.758 -1.123 11.173
H -15.774 -1.803 13.442
H -14.969 -0.214 13.266
H -14.983 -1.040 14.843
C 2.462 -5.753 -8.042
S 3.663 -4.456 -8.394
O 4.446 -4.224 -7.148
C 2.457 -3.122 -8.529
H 3.002 -6.686 -7.880
H 1.895 -5.501 -7.145
H 1.789 -5.867 -8.893
H 1.890 -3.037 -7.601
H 1.784 -3.324 -9.364
H 2.992 -2.191 -8.714
```

## Properties
gap between HOMO and LUMO = 8.402 eV
E_LUMO = 0.15 eV

---

[5]
This record from the OMol25 dataset describes C4H11NS2 in the gas phase in a non-equilibrium geometry. The level of theory is the ωB97M-V functional and the def2-TZVPD basis.

XYZ file:
```
18
C4H11NS2 the ωB97M-V functional and the def2-TZVPD basis
S 0.708 -1.251 -2.949
S -0.380 0.219 -2.066
C -0.900 1.571 -0.919
C 0.282 1.727 0.146
C 0.455 0.489 0.972
N 0.007 -0.870 0.398
C -0.086 -1.794 1.516
H -0.291 -1.924 -3.548
H -1.944 1.389 -0.329
H -0.944 2.431 -1.673
H 0.097 2.625 0.759
H 1.089 1.909 -0.496
H 1.497 0.529 1.364
H -0.199 0.548 1.885
H 0.752 -1.320 -0.241
H 0.431 -1.417 2.476
H 0.567 -2.708 1.234
H -1.142 -2.152 1.471
```

## Properties
gap between HOMO and LUMO = 6.474 eV
SMILES = CNCCCSS
energy relative to the best compared isomer or geometry (same formula, charge and spin) = 4.851 eV
E_LUMO = -0.90 eV

---

[6]
This record from the OMol25 dataset describes a molecular structure, C2ClNa4O10 in a non-equilibrium geometry. The level of theory is the ωB97M-V functional and the def2-TZVPD basis.

XYZ file:
```
17
C2ClNa4O10 the ωB97M-V functional and the def2-TZVPD basis
Na 9.092 0.398 -14.895
Na 9.631 2.178 -10.720
Na 6.809 4.967 -15.473
Na 4.006 2.386 -14.155
Cl 7.198 2.484 -13.292
O 8.316 3.320 -13.510
O 7.581 1.296 -12.566
O 6.060 3.133 -12.576
O 6.515 2.140 -14.466
C 8.502 -1.965 -14.149
O 8.559 -1.960 -15.349
O 7.545 -1.474 -13.534
O 9.438 -2.562 -13.517
C 4.958 6.709 -14.507
O 5.105 6.494 -15.757
O 5.162 5.669 -13.894
O 4.506 7.657 -13.889
```

## Properties
gap between HOMO and LUMO = 2.336 eV
energy relative to the best compared isomer or geometry (same formula, charge and spin) = 4.345 eV
E_LUMO = -0.12 eV
total charge = -1

---

no.,electronic energy (eV)
1,-7224.3260
2,-127902.4890
3,-78902.5966
4,-203674.9364
5,-27482.4143
6,-52729.1906